No. 1
The following is a quantum chemistry calculation of 13 unconnected molecules or ions with the total composition C26H78O26 at a distorted geometry, from the OMol25 dataset.

The geometry in XYZ format:
```
130
C26H78O26 ωB97M-V/def2-TZVPD
C -11.75549 15.39710 9.08085
C -12.78105 16.40588 8.57718
O -12.65924 17.74079 8.97594
O -10.45599 15.58290 8.69802
H -12.02362 14.35525 8.90536
H -11.68292 15.34065 10.16695
H -13.81111 16.16737 8.84210
H -12.83792 16.40106 7.48867
H -13.37676 18.32485 8.71975
H -9.92891 15.06316 9.30931
C -2.16045 17.37008 10.78565
C -3.28405 18.55370 11.00419
O -3.39584 19.36946 9.80498
O -2.70711 16.59393 9.65431
H -2.09248 16.76724 11.69122
H -1.22102 17.84364 10.50052
H -2.99189 19.19538 11.83545
H -4.32480 18.23418 11.05754
H -4.29862 19.48335 9.49902
H -2.93772 17.20358 8.94952
C 0.88665 19.65308 16.69954
C 0.02865 18.57544 15.77752
O -1.41444 18.90619 16.13013
O 0.52734 19.71414 18.07409
H 0.97993 20.69725 16.40103
H 1.93189 19.35411 16.62090
H 0.18613 17.56069 16.14303
H 0.10650 18.76163 14.70636
H -1.86101 18.07594 15.94884
H 1.02848 20.45951 18.41305
C -5.25426 15.06473 13.52015
C -6.59742 15.72285 13.59006
O -7.60333 14.89286 12.88690
O -4.33916 15.81362 14.15689
H -4.91076 14.91343 12.49682
H -5.23014 14.06410 13.95174
H -6.46093 16.58276 12.93430
H -6.95558 16.24080 14.47975
H -8.39857 15.43055 12.87771
H -4.14696 15.32729 14.96196
C -8.42545 20.94936 10.45822
C -8.50431 21.26162 11.96985
O -7.86740 20.20998 12.68974
O -7.09137 21.04171 9.87576
H -9.11274 21.74005 10.15732
H -8.88353 20.03585 10.07906
H -9.48685 21.36778 12.42968
H -7.99994 22.20257 12.18964
H -7.05034 20.55251 13.05945
H -6.73991 21.85824 10.23820
C -6.13279 9.08410 12.93862
C -6.95903 8.09346 13.74633
O -6.91251 8.34757 15.10001
O -4.78866 8.88699 13.36042
H -6.56049 10.08252 12.84729
H -6.22997 8.84162 11.88039
H -6.56358 7.12196 13.44984
H -8.03823 8.17002 13.61376
H -6.17379 8.95950 15.13778
H -4.64272 7.94872 13.50164
C -3.48510 11.69532 9.45775
C -2.02979 11.58760 9.10867
O -1.42149 10.72923 10.06573
O -4.01205 10.44515 9.09413
H -3.91526 12.58862 9.00490
H -3.53126 11.86014 10.53423
H -1.45695 12.50845 9.21817
H -1.89614 11.14570 8.12127
H -1.34534 11.06728 10.96102
H -3.50326 9.81350 9.60769
C -14.11363 19.09916 13.38464
C -13.14106 18.55863 14.45581
O -11.80563 18.08181 14.07280
O -13.49368 20.18508 12.76753
H -15.02047 19.32958 13.94380
H -14.26588 18.41420 12.55052
H -13.68156 17.71270 14.88051
H -12.90200 19.19295 15.30939
H -11.34178 18.75974 13.57595
H -13.68411 20.12037 11.82883
C -5.80298 21.33203 17.22998
C -5.62692 22.36544 16.15717
O -5.28120 21.68666 14.94543
O -7.05844 20.81056 16.98798
H -5.86970 21.81569 18.20452
H -4.99255 20.60323 17.24180
H -4.87187 23.04728 16.54842
H -6.53606 22.95847 16.05777
H -4.42018 22.03689 14.70548
H -7.27982 20.48047 16.11412
C -1.55695 11.36320 18.12627
C -1.73037 9.85257 18.03924
O -1.20322 9.33398 16.82063
O -2.32517 12.01135 17.17905
H -0.56839 11.46832 17.67927
H -1.63734 11.71654 19.15427
H -2.77069 9.58994 18.23122
H -1.03860 9.48590 18.79760
H -1.89244 9.18036 16.17026
H -3.21968 12.05971 17.52418
C 1.81287 11.68429 13.83569
C 0.91370 12.91313 13.80166
O -0.40724 12.40548 13.67565
O 1.86735 10.96558 15.08204
H 2.78350 11.89963 13.38892
H 1.37992 10.98397 13.12141
H 1.01937 13.53564 12.91317
H 0.96876 13.50594 14.71469
H -0.93350 12.42571 14.47829
H 1.04637 10.47618 15.17184
C -7.04750 15.71303 18.83745
C -7.22317 14.23964 18.40709
O -6.07590 13.40287 18.60979
O -6.55072 15.82924 20.17377
H -8.00989 16.21818 18.75549
H -6.34132 16.24752 18.20206
H -7.71988 14.19858 17.43772
H -8.04856 14.01860 19.08383
H -5.83211 13.43138 19.53788
H -5.63027 15.55768 20.14876
C -12.34849 12.99830 14.33363
C -12.99963 13.56283 15.69231
O -14.35260 13.97025 15.48413
O -13.18233 12.07047 13.68994
H -11.34377 12.68238 14.61439
H -12.18220 13.88439 13.72104
H -12.44821 14.34469 16.21454
H -12.90530 12.66900 16.30897
H -14.73419 13.74623 16.33607
H -13.98926 12.59048 13.69718
```

HOMO level   -9.63 eV
Energy above the lowest of the compared OMol25 structures with the same formula, charge and spin   200.9 kcal/mol
Net charge   0
Gap between HOMO and LUMO   0.353 Ha

=====

No. 2
The following is a quantum chemistry calculation of C12H12N2O in the gas phase at a distorted geometry, from the OMol25 dataset.

The geometry in XYZ format:
```
27
C12H12N2O ωB97M-V/def2-TZVPD
C -0.08635 -2.73080 -3.45654
C 0.67760 -1.68060 -2.97528
C -1.23946 -3.09562 -2.63505
C 0.49344 -1.20385 -1.69152
C -0.54517 -1.75222 -0.99057
C -2.12242 1.24210 2.47865
C -2.18552 1.00088 1.14324
C 0.20650 1.54445 2.03192
C 1.36394 0.04109 0.16644
C -0.86760 0.66426 2.85449
C 0.11151 0.96516 0.56366
C -1.09975 0.11034 0.81724
N -1.41985 -2.60578 -1.44387
N 1.39109 -0.26411 -1.24666
O -0.75653 -0.51870 2.06789
H 0.16774 -3.05642 -4.51502
H 1.67745 -1.28933 -3.40978
H -1.89888 -3.78649 -3.10738
H -2.65788 2.08521 2.93221
H -3.04573 1.36734 0.53274
H -0.15087 2.54502 2.04986
H 1.20912 1.51471 2.45718
H 2.40471 0.29978 0.52429
H 1.22520 -0.96820 0.53603
H -0.55883 0.67435 3.79284
H -0.07917 1.72675 -0.23296
H 1.61654 0.43239 -1.92615
```

HOMO level (alpha / beta)   -7.79 / -8.14 eV
Energy above the lowest of the compared OMol25 structures with the same formula, charge and spin   158.6 kcal/mol
Net charge   0
Gap between HOMO and LUMO (alpha / beta)   0.297 / 0.299 Ha

=====

No. 3
The following is a quantum chemistry calculation of C21H22ClN5O2 in the gas phase at a distorted geometry, from the OMol25 dataset.

The geometry in XYZ format:
```
51
C21H22ClN5O2 ωB97M-V/def2-TZVPD
O -3.14890 0.94741 -0.93766
C -2.05548 1.44975 -1.06293
C -1.36457 2.29214 -0.00332
N -1.12500 1.55599 1.22472
C -0.30608 0.37067 1.03608
C 0.08864 -0.18412 2.41163
N -1.05139 -0.48161 3.25825
C -1.73506 -1.71263 2.89852
C -0.91600 -2.90901 3.30780
C -0.14557 -2.85415 4.46421
C 0.60716 -3.93632 4.87841
C 0.60108 -5.10681 4.13775
C -0.15926 -5.18733 2.98587
C -0.90908 -4.09411 2.58046
Cl -1.85279 -4.24554 1.13182
C -1.90659 0.68405 3.34386
C -2.32622 1.23171 1.97448
N -1.32661 1.20505 -2.20881
N -0.12824 1.72873 -2.41953
C 0.48212 1.54003 -3.53462
C 0.00931 0.76494 -4.72345
O -1.03756 0.15997 -4.85789
N 1.00055 0.86894 -5.65960
C 2.06205 1.63265 -5.19517
C 3.23690 1.97467 -5.83003
C 4.14143 2.76346 -5.12878
C 3.87641 3.19311 -3.83667
C 2.69410 2.84898 -3.19822
C 1.78384 2.06469 -3.88433
H -2.00580 3.14457 0.23577
H -0.40746 2.64984 -0.38675
H 0.59379 0.65081 0.48321
H -0.83299 -0.40926 0.45966
H 0.68589 -1.09022 2.29203
H 0.69033 0.56807 2.92999
H -2.68185 -1.74299 3.44877
H -1.97625 -1.78092 1.82872
H -0.14824 -1.93293 5.02556
H 1.19702 -3.86916 5.78006
H 1.18488 -5.95792 4.45376
H -0.17587 -6.09230 2.39854
H -2.79040 0.43858 3.93592
H -1.33908 1.45949 3.86779
H -2.90803 2.14600 2.10961
H -2.95698 0.49740 1.45031
H -1.77247 0.63796 -2.93808
H 0.95610 0.44343 -6.57207
H 3.44868 1.64423 -6.83527
H 5.06889 3.04632 -5.60333
H 4.60166 3.80478 -3.32235
H 2.47896 3.17893 -2.19468
```

SMILES string   O=C(CN1CCN(Cc2ccccc2Cl)CC1)N/N=C1\C(=O)Nc2ccccc21
HOMO level   -8.08 eV
Energy above the lowest of the compared OMol25 structures with the same formula, charge and spin   8.5 kcal/mol
Net charge   0
Gap between HOMO and LUMO   0.274 Ha

=====

No. 4
The following is a quantum chemistry calculation of a molecular structure, C6H16N2 at a distorted geometry, from the OMol25 dataset.

The geometry in XYZ format:
```
24
C6H16N2 ωB97M-V/def2-TZVPD
C 0.40982 -1.09358 1.09516
N 0.14149 0.13036 0.68375
C -2.78872 0.46586 -0.04297
C -2.87299 1.74846 -0.88314
C -2.24142 -0.72562 -0.90599
C 1.63297 0.25316 0.52113
N 2.59380 -0.74921 0.03301
C 3.90514 -0.27382 0.10379
H 0.06200 -2.06229 0.51328
H 0.31354 -1.27487 2.16959
H -2.17947 0.58252 0.72420
H -3.76495 0.16391 0.24349
H -3.68499 1.58542 -1.68192
H -3.19071 2.66392 -0.34839
H -1.86897 1.86379 -1.37813
H -2.77466 -0.94305 -1.68960
H -1.19580 -0.45494 -1.17969
H -2.03065 -1.63719 -0.32622
H 2.09072 0.60520 1.47799
H 1.76275 1.07185 -0.16483
H 2.56728 -1.52793 0.70439
H 4.57008 -0.99927 -0.36447
H 4.33253 -0.09630 1.06518
H 4.21121 0.70361 -0.36958
```

HOMO level   -7.86 eV
Energy above the lowest of the compared OMol25 structures with the same formula, charge and spin   159.4 kcal/mol
Net charge   0
Gap between HOMO and LUMO   0.265 Ha

=====

Number 1: electronic energy -2993.17544 a.u.. Number 2: electronic energy -648.96464 a.u.. Number 3: electronic energy -1697.89895 a.u.. Number 4: electronic energy -347.47088 a.u..